[1]
Molecular formula: C36H62BF5NO16
Method: DFT, ωB97M-V/def2-TZVPD

Positions of all 121 atoms, in Å:
C1 0.5787 -3.0277 -1.4989
O1 0.0388 -1.9257 -2.3165
B1 1.0669 -1.3375 -3.1428
O2 1.3302 -1.7800 -4.4911
C2 1.9266 -0.0910 -2.5213
C3 3.4949 -0.1624 -2.5035
C4 4.3353 -1.4030 -3.0783
O3 4.9272 -2.1322 -2.2454
O4 4.3820 -1.5767 -4.4811
C5 4.2797 1.0500 -1.9232
C6 3.4682 2.2792 -1.3966
N1 2.0159 2.2977 -1.4415
C7 1.2057 1.2026 -1.9631
C8 -0.3845 1.4358 -1.9652
C9 -1.1349 1.0482 -0.5917
C10 -2.2937 -0.0474 -0.7365
C11 -3.2343 0.1226 -2.0157
F1 -2.6556 -0.7092 -3.0552
F2 -3.4274 1.4681 -2.4413
C12 -4.7350 -0.4889 -1.8059
F3 -5.5675 0.1129 -2.8141
F4 -5.2992 -0.1592 -0.5533
F5 -4.7313 -1.8816 -2.0917
H1 0.2239 -4.0336 -1.9171
H2 0.1533 -2.9209 -0.4388
H3 1.7222 -2.9871 -1.4830
H4 0.4355 -1.9904 -4.8640
H5 4.0753 -0.7239 -4.8918
H6 5.4246 1.0040 -1.8960
H7 4.0912 3.1678 -1.0040
H8 1.5665 3.1678 -1.0965
H9 -0.5410 2.5762 -2.1098
H10 -0.7883 0.9258 -2.9029
H11 -0.3214 0.5752 0.0999
H12 -1.4571 2.0114 -0.0465
H13 -1.8700 -1.1244 -0.7121
H14 -2.9368 0.0295 0.2254
O5 0.0897 -1.2980 1.0593
C13 -0.2161 -1.0273 2.2034
O6 0.3217 0.0455 2.8084
C14 -0.1123 0.5638 4.0774
C15 0.5772 -0.1517 5.2213
C16 -1.1213 -1.9310 2.9931
H15 -1.2013 0.5382 4.1613
H16 0.1733 1.6184 4.0899
H17 0.3287 -1.2149 5.2392
H18 0.2882 0.2870 6.1788
H19 1.6633 -0.0816 5.1162
H20 -0.5285 -2.7356 3.4324
H21 -1.8604 -2.3581 2.3129
H22 -1.6822 -1.4188 3.7718
O7 5.3738 5.0031 -0.6796
C17 6.4159 4.7665 -0.1006
O8 7.1979 3.7536 -0.5088
C18 8.5299 3.5130 -0.0237
C19 8.5026 2.6918 1.2492
C20 6.8037 5.5335 1.1317
H23 9.0819 4.4487 0.0915
H24 9.0424 2.9477 -0.8062
H25 7.9869 3.2162 2.0556
H26 9.5188 2.4621 1.5798
H27 7.9655 1.7540 1.0873
H28 6.3187 5.0832 2.0003
H29 6.4588 6.5628 1.0192
H30 7.8775 5.5866 1.2955
O9 6.8448 2.3267 3.2632
C21 6.6982 1.3054 3.9005
O10 6.4924 1.3613 5.2282
C22 6.1171 0.2365 6.0385
C23 7.3372 -0.5445 6.4833
C24 6.8371 -0.0396 3.2422
H31 5.3812 -0.3890 5.5269
H32 5.6147 0.6478 6.9172
H33 7.8783 -0.9644 5.6328
H34 7.0488 -1.3625 7.1475
H35 8.0360 0.1083 7.0129
H36 7.8934 -0.3136 3.2079
H37 6.4506 0.0336 2.2241
H38 6.2675 -0.8278 3.7296
O11 -9.7002 -5.4670 1.7290
C25 -9.1195 -5.1362 0.7153
O12 -7.8123 -4.8029 0.7554
C26 -6.9918 -4.5883 -0.4020
C27 -7.1128 -3.1604 -0.8952
C28 -9.8633 -4.9992 -0.5846
H39 -7.2099 -5.3221 -1.1815
H40 -5.9623 -4.7721 -0.0847
H41 -8.1324 -2.9295 -1.2117
H42 -6.4434 -2.9875 -1.7366
H43 -6.8618 -2.4573 -0.0957
H44 -10.3272 -4.0118 -0.6292
H45 -10.6404 -5.7644 -0.6183
H46 -9.2425 -5.1552 -1.4643
O13 -9.0197 1.8160 4.3933
C29 -8.6924 0.8266 3.7797
O14 -9.6064 -0.1109 3.4675
C30 -9.3623 -1.2147 2.5830
C31 -8.7427 -2.3811 3.3256
C32 -7.2492 0.5769 3.4359
H47 -8.7683 -0.9030 1.7196
H48 -10.3380 -1.5155 2.1936
H49 -7.7677 -2.1197 3.7435
H50 -8.6159 -3.2376 2.6596
H51 -9.3767 -2.6805 4.1642
H52 -6.7546 0.1078 4.2886
H53 -6.7744 1.5371 3.2270
H54 -7.1091 -0.0341 2.5462
O15 4.0395 1.1710 -5.4300
C33 3.0185 1.5756 -5.9502
O16 2.2546 0.7408 -6.6714
C34 0.9426 1.0607 -7.1619
C35 1.0204 1.7839 -8.4911
C36 2.6421 3.0284 -5.8771
H55 0.3674 1.6140 -6.4153
H56 0.4287 0.1067 -7.3023
H57 1.5393 2.7404 -8.3991
H58 0.0193 1.9704 -8.8862
H59 1.5796 1.1883 -9.2175
H60 3.1601 3.5723 -6.6692
H61 2.9575 3.4175 -4.9071
H62 1.5714 3.2080 -5.9458

Summary:
E_tot = -86843.0285 eV
LUMO = -4.06 eV
Charge = +1
HOMO = -11.37 eV

---

[2]
Molecular formula: C36H62N4O23
Method: DFT, ωB97M-V/def2-TZVPD

Positions of all 125 atoms, in Å:
C1 0.3709 -3.1233 0.0427
C2 -0.3379 -2.7353 -1.2446
N1 -0.7431 -1.3222 -1.0624
C3 -0.2671 -0.3094 -1.8860
C4 -0.9846 0.8863 -1.6402
N2 -1.8285 0.6250 -0.5515
C5 -1.7986 -0.7579 -0.3451
C6 -2.7553 1.5639 0.1357
H1 0.0683 -2.6642 0.9838
H2 1.3563 -2.6574 0.0517
H3 0.6678 -4.1721 0.0338
H4 -1.2008 -3.3502 -1.5005
H5 0.3333 -2.9012 -2.0873
H6 0.5297 -0.4652 -2.5983
H7 -0.9541 1.9347 -1.8978
H8 -2.4121 -1.3666 0.3025
H9 -3.8162 1.5528 -0.1139
H10 -2.4048 2.5557 -0.1499
H11 -2.7539 1.4013 1.2135
N3 -3.6589 1.6252 -4.0672
O1 -3.3234 2.3467 -3.0999
O2 -4.8543 1.5461 -4.2755
O3 -2.9163 0.9099 -4.6666
C7 0.0077 4.1865 1.2275
C8 -0.0524 4.4321 2.5796
C9 0.9744 5.2930 3.2982
O4 0.8695 5.6507 4.4959
C10 1.9640 5.8175 2.6151
C11 2.1727 5.5569 1.1832
C12 1.0092 4.7605 0.3678
O5 1.1547 4.7352 -0.8469
O6 3.1167 6.0240 0.4944
O7 -1.0942 3.8706 3.1412
H12 -0.5981 3.4252 0.7586
H13 2.6477 6.5224 3.0645
C13 1.7931 1.9440 -3.7953
C14 2.1667 3.2037 -3.4272
C15 1.5276 4.4446 -3.9585
O8 1.9012 5.6386 -3.6065
C16 0.4516 4.4041 -4.7603
C17 -0.0710 3.1553 -5.1756
C18 0.7144 1.7957 -4.5944
O9 0.2814 0.7072 -4.9125
O10 -1.0362 2.8636 -5.9020
O11 3.1567 3.2043 -2.5476
H14 2.3388 1.0834 -3.4377
H15 -0.1179 5.2090 -5.2009
C19 6.5231 -4.0800 5.1054
C20 5.1792 -3.6485 5.5449
O12 4.2531 -4.4973 4.8291
C21 2.9992 -3.9703 4.5578
O13 2.5720 -2.8648 4.9561
O14 2.4105 -4.8668 3.8372
C22 1.1581 -4.5240 3.1885
H16 6.7278 -4.9471 5.7334
H17 7.3138 -3.3435 5.2484
H18 6.5076 -4.3373 4.0463
H19 5.1310 -2.6472 5.1168
H20 5.0708 -3.6581 6.6294
H21 1.0559 -3.4427 3.0963
H22 0.2471 -4.8156 3.7111
H23 1.1989 -4.9285 2.1772
C23 -3.0485 -7.3413 -2.1549
C24 -3.5052 -6.2743 -1.1621
O15 -4.0292 -5.1209 -1.9287
C25 -4.1503 -3.8528 -1.5358
O16 -3.8992 -3.4176 -0.3775
O17 -4.5147 -3.2158 -2.5986
C26 -4.5211 -1.8185 -2.6320
H24 -3.9582 -7.6628 -2.6619
H25 -2.7974 -8.2318 -1.5787
H26 -2.1947 -6.9786 -2.7272
H27 -2.6562 -5.9449 -0.5631
H28 -4.2394 -6.6432 -0.4459
H29 -3.9120 -1.5192 -3.4849
H30 -4.2804 -1.2676 -1.7227
H31 -5.5406 -1.4409 -2.7099
C27 -0.2757 -1.2519 4.3970
O18 0.2953 -1.0137 3.1189
C28 0.6571 0.3811 2.9447
C29 1.6341 0.4117 1.8139
N4 2.8542 -0.2619 2.3045
C30 3.9918 -0.1537 1.3915
C31 3.8630 -1.1546 0.2004
O19 3.8006 -2.4990 0.5772
C32 4.8047 -3.1289 1.3209
H32 -0.2936 -2.2995 4.6974
H33 -1.3084 -0.9301 4.2626
H34 0.1986 -0.6952 5.2052
H35 1.2904 0.8095 3.7216
H36 -0.1805 1.0629 2.7975
H37 1.8918 1.4080 1.4546
H38 1.1485 -0.1266 1.0000
H39 2.5835 -1.2319 2.3808
H40 4.8740 -0.4260 1.9708
H41 4.2447 0.8729 1.1264
H42 4.7070 -1.0114 -0.4744
H43 3.0073 -1.0020 -0.4573
H44 4.7512 -2.5709 2.2557
H45 5.7704 -2.8549 0.8960
H46 4.6792 -4.1748 1.6009
C33 -6.2903 2.3675 -1.4773
O20 -6.5354 3.1055 -2.6212
H47 -5.7626 2.9780 -0.7446
H48 -7.1998 1.9293 -1.0664
H49 -5.6370 1.4996 -1.5671
H50 -5.9571 2.7291 -3.2886
C34 -4.1675 4.4933 1.5185
O21 -3.8989 3.5317 2.5293
H51 -4.8420 3.9741 0.8377
H52 -4.7073 5.3574 1.9059
H53 -3.2477 4.8486 1.0538
H54 -2.9415 3.5232 2.6001
C35 -2.1301 5.5575 -1.8498
O22 -1.5559 5.9236 -0.6312
H55 -3.0372 6.1326 -2.0354
H56 -1.4247 5.6527 -2.6752
H57 -2.3500 4.5295 -1.5617
H58 -0.7814 5.3651 -0.5329
C36 3.3885 -1.7621 -4.0800
O23 4.1117 -1.3833 -2.9711
H59 3.5809 -2.7874 -4.3958
H60 2.3387 -1.7242 -3.7889
H61 3.6491 -1.2228 -4.9907
H62 3.7124 -0.5260 -2.8061

Summary:
E_tot = -91374.3507 eV
LUMO (alpha / beta) = 4.14 / 4.14 eV
Charge = -3
⟨S²⟩ = 0.76
Multiplicity = 2
HOMO (alpha / beta) = 0.99 / 0.99 eV

---

[3]
Molecular formula: C36H62O23S4
Method: DFT, ωB97M-V/def2-TZVPD

Positions of all 125 atoms, in Å:
C1 3.9289 2.1850 1.6435
C2 4.6532 1.4189 2.6993
C3 4.4216 -0.1024 2.8488
O1 5.7511 -0.5672 2.4976
C4 6.7095 0.4753 2.3842
O2 7.8584 0.2364 2.1322
O3 6.0590 1.5650 2.5929
H1 3.7851 3.1289 1.8754
H2 2.8584 1.3891 1.2100
H3 4.6257 2.4293 0.9693
H4 4.6900 1.9779 3.6226
H5 3.6535 -0.4745 2.1716
H6 3.9858 -0.6390 3.6784
C5 -4.3909 4.0853 -4.5287
C6 -3.9371 4.1713 -3.0874
C7 -3.9231 2.7513 -2.3546
O4 -2.6733 2.7715 -1.8482
C8 -1.9585 3.7630 -2.2635
O5 -0.7959 3.8580 -1.9931
O6 -2.6380 4.6064 -3.0107
H7 -4.0238 3.2944 -5.1527
H8 -4.2108 5.0284 -5.0857
H9 -5.5152 3.6560 -4.5305
H10 -4.4000 4.6246 -2.5335
H11 -3.8249 1.8756 -2.9100
H12 -4.6988 2.3807 -1.6488
C9 1.4674 1.0882 -1.2535
C10 0.5770 0.5950 -0.0707
C11 -0.9502 0.4708 -0.4049
O7 -1.1761 -0.9117 -0.2842
C12 -0.0843 -1.5198 0.2327
O8 0.1002 -2.8024 0.3281
O9 0.8874 -0.6578 0.4311
H13 2.4999 1.3119 -0.9437
H14 0.8869 2.1049 -1.7105
H15 1.3908 0.3303 -2.0130
H16 0.7186 1.3897 0.6703
H17 -1.3044 0.9361 -1.3578
H18 -1.2111 0.8931 0.4321
C13 -3.0713 6.4239 2.8588
C14 -3.1062 5.1974 2.1797
C15 -1.9870 5.0296 1.0941
O10 -1.4063 3.8164 1.3374
C16 -1.8206 3.2897 2.4812
O11 -1.5406 2.2584 3.0645
O12 -2.7264 4.1102 3.0690
H19 -2.1100 6.7673 3.0568
H20 -3.5448 6.5671 3.7325
H21 -3.5879 7.2127 2.1454
H22 -4.1323 4.8228 2.0325
H23 -1.2489 5.8898 1.0593
H24 -2.3939 5.0487 0.0742
C17 -5.4040 -1.3971 2.7095
C18 -5.6532 -0.1580 1.7762
C19 -4.3801 0.6319 1.5441
O13 -4.1243 0.5177 0.1451
C20 -5.0243 -0.3027 -0.2759
O14 -4.9865 -0.7331 -1.4691
O15 -5.9979 -0.6757 0.5261
H25 -6.1498 -1.7387 2.9018
H26 -4.9779 -1.1969 3.6194
H27 -4.8461 -2.0375 2.0936
H28 -6.3468 0.3353 2.1488
H29 -3.7006 0.3757 2.0697
H30 -4.4312 1.7183 1.7347
C21 -0.5525 1.9491 -7.4592
C22 0.1308 3.2465 -6.7429
C23 -0.4370 3.3155 -5.2328
S1 -0.4881 1.6740 -4.7242
O16 -1.3270 1.2986 -3.6159
O17 0.8629 1.2016 -4.5609
C24 -0.9796 0.9705 -6.3232
H31 0.0306 1.5017 -8.0601
H32 -1.4298 2.2574 -8.1349
H33 -0.1910 4.1970 -7.2531
H34 1.2813 2.8849 -6.6113
H35 -1.4496 3.7042 -5.3038
H36 0.3645 3.9404 -4.9189
H37 -1.9861 0.8912 -6.3837
H38 -0.5592 -0.0209 -6.6998
C25 1.6534 -5.5191 2.4497
C26 0.3868 -6.0387 1.8045
C27 0.8563 -6.7479 0.4933
S2 2.5655 -7.4500 0.7606
O18 3.3722 -6.8185 -0.2187
O19 2.3788 -8.8789 0.9172
C28 2.7479 -6.6738 2.3506
H39 1.8505 -5.0750 3.3676
H40 2.1273 -4.6339 1.7444
H41 -0.2532 -5.2869 1.6956
H42 -0.0246 -6.7832 2.3009
H43 1.0817 -6.0783 -0.3217
H44 0.1656 -7.5798 0.2201
H45 3.8408 -6.2405 2.6944
H46 2.5418 -7.4908 3.0780
C29 3.9648 -3.0054 -2.7932
C30 2.9690 -2.6384 -1.5331
C31 3.8835 -1.9703 -0.5804
S3 5.4625 -1.5221 -1.3348
O20 6.4313 -2.5816 -1.1675
O21 5.6238 -0.1342 -1.2458
C32 4.8570 -1.7317 -2.9271
H47 3.3427 -3.3937 -3.6352
H48 4.4944 -4.1236 -2.4536
H49 2.4894 -3.6389 -1.1812
H50 2.1460 -2.0213 -1.7644
H51 4.0790 -2.1728 0.3828
H52 3.6408 -0.9832 -0.4341
H53 5.6931 -1.7321 -3.6389
H54 4.3237 -0.9906 -3.1575
C33 -1.4881 -2.1838 4.2108
C34 -0.2569 -3.0470 4.0987
C35 0.9123 -2.4249 4.8236
S4 0.7762 -0.7575 4.5759
O22 1.6092 -0.3460 3.5128
O23 0.8621 -0.1570 5.8547
C36 -0.9338 -0.7633 4.0286
H55 -1.8167 -2.2071 5.1461
H56 -2.3708 -2.6447 3.4683
H57 0.0651 -3.1158 3.0273
H58 -0.3968 -4.1518 4.4508
H59 1.7944 -2.9711 4.4268
H60 0.6580 -2.3386 5.7186
H61 -0.8730 -0.7559 2.8463
H62 -1.5963 -0.1026 4.8188

Summary:
E_tot = -128750.1419 eV
LUMO = -0.28 eV
ΔE to the lowest compared entry with this formula, charge and spin = 121.4 kcal/mol
HOMO = -9.48 eV

---

[4]
Molecular formula: C36H64NO2P2PtSi2
Method: DFT, ωB97M-V/def2-TZVPD

Positions of all 108 atoms, in Å:
Pt1 0.2168 -0.4495 0.5142
C1 -1.1606 1.0056 3.9785
P1 0.0283 0.1119 2.9261
C2 0.0493 -1.5387 3.7124
C3 1.6397 0.8162 3.4818
C4 2.7909 0.0952 2.7867
P2 2.6307 0.1424 0.9474
C5 3.9278 -1.0678 0.4986
C6 3.4998 1.7014 0.5498
H1 -0.9686 0.7539 5.0216
H2 -2.1652 0.6984 3.6951
H3 -1.0557 2.0807 3.8351
H4 0.3161 -1.4665 4.7680
H5 0.7458 -2.1930 3.1917
H6 -0.9471 -1.9699 3.6089
H7 1.7216 0.7337 4.5679
H8 1.6474 1.8760 3.2206
H9 2.8143 -0.9558 3.0855
H10 3.7512 0.5425 3.0523
H11 4.8403 -0.8401 1.0506
H12 4.1300 -1.0085 -0.5708
H13 3.6042 -2.0807 0.7351
H14 4.4900 1.6734 1.0047
H15 2.9334 2.5454 0.9361
H16 3.5975 1.7990 -0.5312
C7 2.1146 -2.0258 -6.1860
C8 2.0650 -2.0197 -4.6810
C9 2.7867 -2.9603 -3.9436
C10 2.7286 -2.9780 -2.5456
C11 3.5332 -3.9786 -1.7608
C12 1.9404 -2.0531 -1.9052
C13 1.1607 -1.0829 -2.6051
C14 1.2852 -1.0898 -4.0261
N1 0.3523 -0.2681 -1.9071
C15 -0.6299 0.5936 -2.5989
C16 -1.6366 -0.3041 -3.3465
C17 0.0409 1.6057 -3.5551
C18 -1.4274 1.4262 -1.5829
H17 2.8771 -2.7107 -6.5510
H18 2.3248 -1.0284 -6.5719
H19 1.1522 -2.3429 -6.5907
H20 3.4059 -3.6842 -4.4606
H21 3.4938 -4.9611 -2.2303
H22 3.1586 -4.0609 -0.7410
H23 4.5813 -3.6728 -1.7259
H24 1.8488 -2.0826 -0.8345
H25 0.7632 -0.3636 -4.6270
H26 -1.1370 -1.0402 -3.9729
H27 -2.2784 0.3143 -3.9735
H28 -2.2536 -0.8341 -2.6215
H29 0.2061 1.2091 -4.5540
H30 0.9968 1.9366 -3.1455
H31 -0.6115 2.4722 -3.6579
H32 -1.6256 0.8710 -0.6665
H33 -2.3922 1.7080 -2.0053
H34 -0.8872 2.3404 -1.3401
C19 -4.7857 -0.0016 2.2518
Si1 -3.4644 -0.9796 1.3035
C20 -4.1662 -1.2503 -0.4526
C21 -3.4901 -2.7556 2.0193
O1 -2.0272 -0.3082 1.3752
H35 -5.7204 -0.5644 2.2562
H36 -4.9763 0.9648 1.7786
H37 -4.5003 0.1845 3.2898
H38 -5.1725 -1.6667 -0.3967
H39 -3.5362 -1.9445 -1.0125
H40 -4.2152 -0.3016 -0.9947
H41 -4.4889 -3.1891 1.9686
H42 -3.1649 -2.7333 3.0637
H43 -2.7901 -3.3627 1.4459
C22 -0.0353 8.8918 0.3092
C23 -0.2279 7.4093 0.4162
C24 0.5758 6.5282 -0.2923
C25 0.4832 5.1530 -0.1324
C26 1.3660 4.2964 -1.0026
C27 -0.4647 4.6358 0.7752
C28 -0.5270 3.2285 1.1557
O2 0.3910 2.4187 1.1302
C29 -1.3662 5.5191 1.4170
C30 -2.4685 5.0176 2.3173
C31 -1.2174 6.8807 1.2437
H44 0.6894 9.1447 -0.4620
H45 0.3255 9.2878 1.2604
H46 -0.9756 9.3968 0.0862
H47 1.3077 6.9266 -0.9866
H48 1.1782 4.5392 -2.0503
H49 1.2089 3.2354 -0.8487
H50 2.4157 4.5206 -0.8065
H51 -1.5015 2.8945 1.5469
H52 -2.0737 4.5228 3.2061
H53 -3.1112 4.3091 1.7926
H54 -3.0865 5.8496 2.6466
H55 -1.8833 7.5593 1.7641
C32 -2.1571 -6.0876 0.8522
Si2 -0.3886 -5.5319 0.5391
C33 0.2653 -6.1760 -1.1094
C34 0.7122 -6.0890 1.9675
C35 -0.2774 -3.6769 0.5111
C36 -0.1259 -2.4530 0.4999
H56 -2.2109 -7.1776 0.8761
H57 -2.8378 -5.7349 0.0760
H58 -2.5191 -5.7136 1.8106
H59 -0.0639 -7.2010 -1.2862
H60 1.3563 -6.1683 -1.1263
H61 -0.0850 -5.5627 -1.9415
H62 0.7473 -7.1784 2.0207
H63 0.3299 -5.7198 2.9206
H64 1.7357 -5.7266 1.8544

Summary:
E_tot = -81528.9136 eV
LUMO (alpha / beta) = -2.34 / -5.78 eV
Charge = +1
ΔE to the lowest compared entry with this formula, charge and spin = 22.1 kcal/mol
⟨S²⟩ = 6.07
Multiplicity = 5
HOMO (alpha / beta) = -9.52 / -10.76 eV